Version i
DFT (the ωB97M-V functional and the def2-TZVPD basis) results for the molecule C2HNOS2.

Geometry as ORCA input:
```
! wB97M-V def2-TZVPD RIJCOSX def2/J DEFGRID3
* xyz 0 1
C 0.69 -0.77 -0.25
C -0.82 -0.26 0.06
N 1.23 0.38 -0.02
O 1.05 -1.77 -0.73
S -1.63 0.80 1.05
S -1.79 0.67 -1.06
H 1.28 0.94 0.95
*
```

Results
Highest occupied orbital energy   -9.4 eV
Kohn-Sham gap   8.1 eV


Version ii
DFT (the ωB97M-V functional and the def2-TZVPD basis) results for a cluster of 2 separate species, C2HNOS2 in total.

Geometry as ORCA input:
```
! wB97M-V def2-TZVPD RIJCOSX def2/J DEFGRID3
* xyz 0 1
C 1.31 -0.41 -0.16
C -1.97 1.07 -0.43
N 1.11 -1.51 -0.59
O 1.27 0.68 0.19
S -1.91 0.27 1.08
S -1.41 2.27 0.62
H 1.59 -2.37 -0.70
*
```

Results
Highest occupied orbital energy   -9.0 eV
Kohn-Sham gap   8.4 eV


Winner for stability: version ii